<1>
{"formula": "C8H10ClNO2", "method": "ωB97M-V/def2-TZVPD", "homo_lumo_gap_ha": 0.32444, "smiles": "NCCc1cc(O)c(Cl)cc1O", "elements": ["C", "O", "H", "H", "C", "Cl", "H", "H", "H", "H", "C", "C", "H", "C", "H", "C", "C", "H", "H", "O", "N", "C"], "coordinates": [[0.7672, 1.9390, -1.7182], [0.8735, 1.0345, 1.7685], [-1.4841, -0.6172, 1.7221], [-1.6883, -0.3676, -1.8468], [0.4800, 0.9987, 0.4393], [1.4627, 3.1471, -2.7964], [0.3573, -1.8932, 3.2035], [0.4673, 0.3007, 2.2400], [-0.1821, 1.8380, -3.9605], [1.8458, 2.6767, -0.0603], [-1.1505, -0.9841, 0.7554], [1.0655, 1.9572, -0.3795], [-2.0096, -1.4324, 0.2363], [-0.2325, -2.1738, 1.2682], [1.6205, -1.4689, 2.0913], [-0.5172, 0.1202, -0.0595], [-0.2194, 1.1231, -2.2214], [0.2161, -2.6135, 0.3494], [-0.9489, -2.9280, 1.6109], [-0.5764, 1.0622, -3.5318], [0.7650, -1.9837, 2.2676], [-0.9119, 0.2648, -1.3782]]}

=====

<2>
{"formula": "C8H10ClNO2", "method": "ωB97M-V/def2-TZVPD", "homo_lumo_gap_ha": 0.28642, "elements": ["C", "Cl", "H", "C", "H", "O", "H", "H", "C", "C", "O", "C", "C", "H", "H", "N", "H", "H", "C", "H", "C", "H"], "coordinates": [[-1.6352, 0.4117, 0.6210], [2.9970, -2.5207, -1.6812], [-0.4023, 1.3548, 2.2512], [-0.6103, -0.3761, -0.0717], [0.6040, 3.0823, 0.4822], [-0.6527, 0.5946, -2.3207], [-1.0609, 3.4564, -0.2619], [-2.4280, 0.6292, -0.1956], [0.0018, -1.4929, 0.6387], [1.7656, -1.6726, -0.9703], [1.6943, -3.2017, 1.0102], [-1.1479, 1.6827, 1.3836], [1.0383, -0.8913, -1.8198], [3.0502, -3.0644, 0.9296], [-2.0392, 1.9012, 1.9967], [-0.6883, 2.8476, 0.5985], [-0.3742, 1.9467, -1.8120], [-0.4453, -1.8723, 1.6478], [1.1564, -2.1543, 0.2791], [1.5359, -0.5887, -2.8173], [-0.0031, -0.0677, -1.2681], [-2.3561, -0.0046, 1.3799]]}

=====

The data favor <1>; the next most stable structure lies 180.4 kcal/mol above it.

=====

<1>
{"formula": "C2H3F2PS", "method": "ωB97M-V/def2-TZVPD", "homo_lumo_gap_ha": [0.26710, 0.26868], "smiles": "FCC=P(F)=S", "elements": ["H", "H", "H", "F", "S", "C", "P", "C", "F"], "coordinates": [[-1.7072, -0.9602, -0.7181], [0.0586, 1.5714, 0.0952], [-1.2474, -0.6649, 0.9037], [-2.6293, 0.6749, 0.1004], [3.4270, 0.7117, -0.2493], [-1.3782, -0.1653, 0.0036], [1.6973, -0.0292, 0.2449], [0.0200, 0.5142, -0.1866], [1.7593, -1.6525, -0.1940]]}

=====

<2>
{"formula": "C2H3F2PS", "method": "ωB97M-V/def2-TZVPD", "homo_lumo_gap_ha": 0.38220, "smiles": "FP(F)S.C#C", "elements": ["F", "P", "C", "H", "H", "S", "F", "C", "H"], "coordinates": [[-1.7230, -0.8386, -1.1048], [-1.2983, -0.2670, 0.2276], [1.9405, -0.0373, -0.1865], [-1.6186, 1.9086, 0.8871], [1.9638, 0.8646, -0.7566], [-0.9412, 1.7285, -0.2973], [-2.7495, 0.0201, 0.7894], [2.0549, -1.1873, 0.0902], [2.3715, -2.1915, 0.3509]]}

=====

<3>
{"formula": "C2H3F2PS", "method": "ωB97M-V/def2-TZVPD", "homo_lumo_gap_ha": 0.37852, "smiles": "FP(F)S.C#C", "elements": ["C", "F", "H", "F", "H", "S", "H", "P", "C"], "coordinates": [[2.2279, -0.6506, 0.6340], [-2.4449, -0.5519, 1.1424], [2.7439, -0.8416, 1.5772], [-2.4605, -0.1710, -1.2555], [1.1884, -0.8126, -1.2736], [-1.1095, 1.8095, 0.2965], [-0.4927, 2.4149, -0.6465], [-1.3439, -0.3021, -0.0582], [1.6913, -0.8947, -0.4162]]}

=====

The data favor <2>; the next most stable structure lies 7.2 kcal/mol above it.

=====

<1>
{"formula": "C8H34N2O8", "method": "ωB97M-V/def2-TZVPD", "homo_lumo_gap_ha": 0.34158, "smiles": "COC[C@H](C)N.COC[C@H](C)N.O.O.O.O.O.O", "elements": ["H", "C", "O", "H", "C", "H", "H", "H", "H", "H", "H", "N", "O", "H", "H", "H", "O", "C", "C", "H", "H", "H", "H", "H", "O", "H", "H", "C", "H", "H", "N", "C", "O", "H", "H", "H", "O", "O", "H", "H", "H", "H", "H", "H", "C", "H", "H", "C", "H", "O", "H", "H"], "coordinates": [[-30.0121, 2.8157, 21.9476], [-30.3183, -0.2808, 26.3361], [-32.0282, 1.5097, 23.7421], [-35.3060, -1.8790, 23.0353], [-30.9839, 0.9792, 26.9041], [-35.0526, 1.2332, 25.5165], [-33.8376, 3.9127, 23.3840], [-30.7650, 2.7109, 23.2569], [-32.8411, 1.1990, 24.1406], [-35.6175, 5.1962, 24.3051], [-29.2554, -0.1685, 26.5500], [-32.4638, 0.7076, 27.0906], [-32.2897, 4.1062, 25.4612], [-33.1332, 3.6726, 25.5905], [-32.1834, 0.5671, 22.1134], [-35.2715, 1.9111, 23.3118], [-34.6279, -1.2369, 22.8255], [-35.7186, 4.1149, 24.2113], [-30.4666, 1.1151, 28.3849], [-33.9274, 4.5603, 21.2065], [-29.7506, -2.3089, 24.4200], [-35.1424, 3.2521, 27.2712], [-34.2982, 2.1147, 22.0622], [-35.6580, 4.6028, 21.1189], [-35.2151, 3.4121, 25.3541], [-32.5848, -0.0380, 27.7610], [-28.7254, -1.1112, 24.0587], [-34.8223, 4.7106, 21.8104], [-31.3354, 1.0849, 24.2478], [-29.4053, 0.9431, 28.5645], [-35.1630, 2.4483, 22.4635], [-35.7219, 3.8641, 26.5800], [-34.3721, 0.6569, 25.1687], [-30.6651, -1.2690, 26.6380], [-33.2195, -0.5339, 22.0356], [-35.5196, 4.9091, 26.8147], [-32.5209, -0.1150, 21.5329], [-30.5676, -0.2959, 24.9457], [-34.6375, -0.6278, 23.5638], [-34.7847, 5.7260, 22.2048], [-30.1609, -1.4256, 23.1337], [-32.9014, 1.3434, 27.7420], [-30.7987, 2.0718, 28.7879], [-36.7382, 3.8789, 23.9065], [-34.8390, 3.7335, 22.9928], [-30.6786, 1.8837, 26.3779], [-31.6402, 3.4355, 25.6725], [-29.8022, -1.2545, 24.1486], [-36.7351, 3.5209, 26.7891], [-29.9688, 3.0734, 22.8685], [-30.9773, 0.3259, 28.9367], [-33.6798, 0.6770, 25.8294]]}

=====

<2>
{"formula": "C8H34N2O8", "method": "ωB97M-V/def2-TZVPD", "homo_lumo_gap_ha": 0.34215, "smiles": "COC[C@H](C)N.COC[C@H](C)N.O.O.O.O.O.O", "elements": ["H", "H", "H", "O", "H", "H", "N", "H", "H", "H", "H", "H", "N", "C", "H", "O", "C", "H", "H", "O", "H", "H", "C", "C", "O", "C", "H", "H", "H", "H", "H", "C", "H", "O", "O", "C", "C", "H", "H", "H", "O", "H", "H", "H", "H", "O", "H", "H", "H", "H", "H", "H"], "coordinates": [[13.0827, 13.5684, 20.9698], [16.6481, 10.3050, 27.6142], [16.2209, 14.2444, 20.8215], [22.5327, 11.7983, 18.3178], [18.0028, 8.4826, 24.7156], [18.6428, 11.1125, 17.9020], [17.1005, 7.0430, 26.7519], [16.9282, 14.9533, 19.6431], [16.3919, 6.7140, 27.4109], [18.2792, 11.1837, 19.4200], [14.5857, 10.2005, 22.3329], [23.1160, 13.4048, 17.1006], [18.9017, 11.6273, 18.7434], [21.1612, 12.1537, 18.0890], [20.4151, 11.6816, 20.1025], [17.8821, 10.4254, 25.4884], [16.6582, 9.2335, 27.8476], [17.4603, 9.1271, 28.5856], [12.4728, 12.5457, 19.9960], [16.3870, 15.1386, 20.4167], [17.2230, 10.3545, 23.4808], [13.4712, 15.9194, 19.7531], [20.3150, 11.3668, 19.0647], [17.9740, 9.0192, 25.6649], [13.0605, 12.6081, 20.7552], [23.4066, 12.3910, 17.3814], [18.8743, 8.8218, 26.2520], [24.4161, 12.4695, 17.7916], [17.9211, 7.0138, 27.3628], [20.9287, 11.9788, 17.0367], [21.1111, 13.2107, 18.3675], [16.8152, 8.4878, 26.5347], [15.8969, 8.5331, 25.9443], [15.8929, 12.6195, 21.2204], [13.8824, 10.6227, 22.8375], [16.9727, 10.7624, 24.4772], [20.5920, 9.8632, 18.9595], [20.2266, 9.3819, 18.0466], [21.6476, 9.5717, 18.9901], [14.9267, 12.4863, 21.1538], [16.8918, 10.0460, 20.4975], [16.9808, 11.8303, 24.2857], [16.2845, 11.7416, 21.0631], [16.3955, 9.4045, 19.9709], [13.4552, 11.2261, 22.2049], [13.4963, 15.4639, 20.5999], [20.1296, 9.3107, 19.7845], [15.9895, 10.3092, 24.6165], [14.4455, 15.2654, 20.7280], [17.4973, 9.5141, 21.0341], [23.5017, 11.6814, 16.5523], [15.7529, 8.9959, 28.4096]]}

=====

The data favor <2>; the next most stable structure lies 20.9 kcal/mol above it.

=====

<1>
{"formula": "C5H13NO2", "method": "ωB97M-V/def2-TZVPD", "homo_lumo_gap_ha": 0.33989, "smiles": "NCCCCC=O.O", "elements": ["C", "C", "C", "C", "C", "H", "O", "H", "H", "H", "H", "H", "H", "H", "H", "H", "N", "H", "H", "H", "O"], "coordinates": [[-0.5433, 0.0526, 0.2331], [0.0855, -0.1623, -1.1492], [1.5348, -0.5975, 1.5992], [0.7824, 1.0849, -1.6239], [0.4016, 0.4307, 1.3616], [0.7743, 1.4216, 1.1877], [1.9743, 1.1465, -1.7922], [2.2747, -0.1771, 2.2787], [0.8133, -2.5766, 1.5310], [0.1768, 1.9903, -1.7792], [0.4914, -1.8083, 2.9813], [-0.6655, -0.4216, -1.8799], [-1.0623, -0.8889, 0.4727], [-3.5437, 1.5863, -2.4466], [-2.9562, 0.2793, -2.8565], [-1.3572, 0.7751, 0.1272], [1.0809, -1.8466, 2.1643], [1.9512, -0.7791, 0.6139], [-0.1575, 0.5031, 2.3017], [0.8349, -0.9525, -1.1689], [-2.8899, 0.9402, -2.1560]]}

=====

<2>
{"formula": "C5H13NO2", "method": "ωB97M-V/def2-TZVPD", "homo_lumo_gap_ha": 0.35975, "smiles": "C[C@@H](N)CCC=O.O", "elements": ["H", "H", "H", "C", "C", "H", "C", "H", "C", "H", "N", "O", "H", "H", "H", "H", "H", "H", "H", "O", "C"], "coordinates": [[0.8758, 0.8850, 2.0084], [-2.3724, 2.0104, 5.3017], [1.6119, -1.0807, -1.0450], [0.9875, 0.1178, 1.2111], [-0.0451, -1.2347, -2.4856], [2.0312, 0.2214, 0.9500], [0.9231, -0.8790, -3.5595], [0.2420, 1.6818, -1.4740], [0.5098, -0.9807, -0.9722], [-3.7085, 1.1429, 5.9702], [-0.0509, 1.5016, -0.6012], [1.8154, -0.1242, -3.5379], [0.9645, -1.5601, -4.3084], [0.4542, 2.2588, -0.1344], [-1.0521, -0.1182, 0.2910], [-0.4384, -2.2757, -2.5144], [-0.9798, -0.6354, -2.4640], [0.3806, -1.9752, -0.3426], [0.7197, -0.8533, 1.6567], [-2.9028, 1.6989, 6.1059], [0.0342, 0.1985, -0.0559]]}

=====

<3>
{"formula": "C5H13NO2", "method": "ωB97M-V/def2-TZVPD", "homo_lumo_gap_ha": 0.36277, "smiles": "CC(C)C(N)=O.CO", "elements": ["H", "O", "H", "O", "H", "H", "C", "C", "H", "H", "H", "C", "C", "H", "H", "H", "H", "H", "C", "H", "N"], "coordinates": [[-2.6198, 0.9220, 1.7543], [3.2121, 0.6238, -0.5140], [-0.3619, -1.9054, 0.6323], [0.7821, 1.5606, -0.4129], [2.3569, 1.2208, -0.4852], [-1.2242, -0.5007, -1.6890], [-1.2191, -1.2609, 0.8169], [-2.0448, 1.1249, 0.8525], [-1.9798, -1.4876, 0.0721], [-2.6971, 0.9579, -0.0043], [-0.1813, 0.4308, 1.6542], [-0.8150, 0.2126, 0.7896], [0.0191, 0.5829, -0.4323], [2.3599, -1.0616, -1.3501], [-1.6325, -1.5108, 1.7938], [1.8814, -0.7081, 0.2760], [-0.0570, 0.5224, -2.4652], [-1.7467, 2.1707, 0.8442], [2.7961, -0.6824, -0.4149], [3.6105, -1.3326, -0.0930], [-0.4391, 0.1208, -1.6249]]}

=====

The data favor <3>; the next most stable structure lies 11.0 kcal/mol above it.